# 1
C7H14O in the gas phase, computed with ωB97M-V/def2-TZVPD.

As for the net charge: 0. Its SMILES is C=C(CC)CCCO. The value obtained for the LUMO energy is 0.9 eV.

Each line ends with the Löwdin charge.
Element x y z (Å)
C: 0.8611 -0.0350 -1.5854  0.05
C: 0.0966 0.3993 -0.5970  -0.35
C: -1.1975 1.1378 -0.5857  -0.26
C: -1.5547 1.8187 -1.9114  -0.13
C: 0.6586 0.3184 0.8658  -0.21
C: 1.4388 -0.9140 1.3165  -0.14
C: 0.5843 -2.1927 1.6801  -0.21
O: -0.8335 -1.8032 1.8190  -0.14
H: 0.6212 0.3914 -2.6478  0.09
H: 1.6536 -0.7682 -1.6395  0.06
H: -2.0638 0.4073 -0.1435  0.16
H: -1.2658 2.0162 0.2168  0.14
H: -2.4707 2.4238 -1.8531  0.08
H: -1.5899 1.0745 -2.6880  0.06
H: -0.6623 2.4315 -2.1695  0.09
H: -0.0096 0.8649 1.6375  0.14
H: 1.1469 1.2151 0.9046  0.07
H: 1.9736 -0.5938 2.2546  0.12
H: 2.2016 -1.1866 0.5753  0.10
H: 0.7144 -2.8490 2.5715  0.13
H: 0.6615 -2.9409 1.0576  0.04
H: -0.9643 -1.2155 0.9217  0.12



# 2
A 2-piece molecular cluster, C2H7N5 overall, computed with ωB97M-V/def2-TZVPD.

As for the net charge: 0. The value obtained for the LUMO energy is 0.0 eV.

Each line ends with the Löwdin charge.
Element x y z (Å)
C: -0.0101 -0.0456 -0.2747  -0.59
C: -2.0105 -0.4904 2.1686  0.02
H: 1.4082 0.8272 -2.7862  0.17
H: 2.5824 -0.8661 -2.0441  0.18
H: 1.9578 1.1126 -0.1655  0.26
H: -0.8116 0.1106 -1.8453  0.03
H: 1.0953 0.3523 1.5356  0.17
H: -2.7415 -0.2947 2.9137  0.04
H: -2.2880 -0.6635 1.1907  -0.01
N: 1.5514 -0.1860 -2.1692  -0.09
N: 0.9937 0.4641 -0.9454  -0.18
N: -1.1141 -0.2603 -0.9386  0.11
N: 0.0650 0.0739 1.1278  -0.06
N: -0.6781 -0.1341 2.2324  -0.05



# 3
C32H29InN3O5S2 as an isolated structure, computed with ωB97M-V/def2-TZVPD.

As for the net charge: +1. The value obtained for the LUMO energy is -4.4 eV.

Each line ends with the Löwdin charge.
Element x y z (Å)
In: 0.1522 -0.5971 0.2192  0.71
C: 3.0303 -0.0760 -2.2141  -0.03
C: 2.2617 0.9954 -1.5146  -0.29
C: 2.3173 1.0995 -0.1151  -0.14
C: 1.7348 2.1886 0.5409  -0.09
C: 1.0798 3.1635 -0.1872  -0.07
C: 0.9899 3.0462 -1.5657  -0.04
C: 1.5627 1.9696 -2.2213  -0.02
H: 4.0805 0.2131 -2.2819  0.10
H: 2.6593 -0.2300 -3.2249  0.09
H: 2.9742 -1.0180 -1.6683  0.08
H: 2.9728 0.4221 0.4266  0.09
H: 1.8189 2.2797 1.6173  0.11
H: 0.6424 4.0140 0.3113  0.12
H: 0.4853 3.8115 -2.1359  0.12
H: 1.5140 1.9103 -3.2990  0.12
O: -4.3995 -0.2733 -3.9391  0.12
C: -3.3840 -0.3481 -3.0901  -0.26
C: -2.3728 -1.3155 -3.1954  0.10
C: -1.3677 -1.3113 -2.2494  -0.14
N: -1.3568 -0.4096 -1.2886  0.05
C: -2.2799 0.5278 -1.1542  -0.14
C: -3.3289 0.5926 -2.0445  0.11
C: -2.0694 1.4380 0.0626  -0.60
O: -2.9010 2.2628 0.3561  0.10
O: -0.9867 1.2238 0.7231  -0.15
C: -0.2136 -2.3297 -2.1694  -0.57
O: -0.1289 -3.1923 -3.0046  0.12
O: 0.5829 -2.1671 -1.1677  -0.11
H: -4.3680 -0.9654 -4.6144  0.14
H: -2.3610 -2.0590 -3.9807  0.14
H: -4.0936 1.3433 -1.9394  0.14
S: -1.5669 -1.1697 2.2510  0.86
C: -0.4768 -0.3999 3.2623  -0.67
N: -0.8035 0.5668 4.1036  -0.07
C: 0.1630 0.9675 5.1045  -0.07
C: 0.8309 -0.2902 5.6374  -0.07
N: 1.4626 -0.9801 4.5320  -0.08
C: 2.7292 -1.6272 4.8054  -0.11
C: 3.8160 -0.6084 5.0515  -0.22
C: 4.1074 0.3435 4.0823  -0.04
C: 5.1022 1.2787 4.3030  -0.06
C: 5.8103 1.2758 5.4939  -0.07
C: 5.5205 0.3314 6.4635  -0.06
C: 4.5235 -0.6054 6.2443  -0.04
C: 0.9063 -0.9359 3.3356  -0.61
S: 1.7174 -1.5430 1.9842  0.86
C: -2.1160 1.1857 4.1773  -0.09
C: -2.8570 0.7242 5.4148  -0.21
C: -3.0375 1.5674 6.5056  -0.05
C: -3.7474 1.1344 7.6149  -0.07
C: -4.2716 -0.1466 7.6492  -0.07
C: -4.0792 -0.9960 6.5718  -0.06
C: -3.3729 -0.5673 5.4623  -0.04
H: -0.3648 1.4859 5.9063  0.14
H: 0.9122 1.6435 4.6736  0.15
H: 0.0830 -0.9445 6.0996  0.16
H: 1.5961 -0.0362 6.3708  0.14
H: 2.9909 -2.2664 3.9566  0.10
H: 2.5950 -2.2555 5.6896  0.15
H: 3.5692 0.3402 3.1444  0.08
H: 5.3249 2.0115 3.5424  0.11
H: 6.5884 2.0036 5.6578  0.11
H: 6.0676 0.3268 7.3934  0.11
H: 4.3134 -1.3482 6.9994  0.12
H: -2.6785 0.9273 3.2792  0.11
H: -1.9718 2.2697 4.2006  0.15
H: -2.6561 2.5787 6.4786  0.11
H: -3.8986 1.8014 8.4499  0.11
H: -4.8340 -0.4812 8.5065  0.11
H: -4.4904 -1.9931 6.5876  0.11
H: -3.2452 -1.2278 4.6173  0.09



# 4
C8H8F12O13S4Zr as an isolated structure, computed with ωB97M-V/def2-TZVPD.

As for the net charge: 0. The value obtained for the LUMO energy is -7.2 eV.

Each line ends with the Löwdin charge.
Element x y z (Å)
Zr: -0.5779 -0.9878 -0.9096  1.77
C: -6.7004 -0.8117 2.2868  -0.57
F: -7.8138 -1.5824 2.2496  0.13
F: -7.0536 0.4415 2.6448  0.12
F: -5.8680 -1.2609 3.2587  0.13
S: -5.7940 -0.6911 0.5692  0.59
O: -4.6149 0.2292 0.6763  -0.30
O: -4.8356 -1.8094 0.3743  -0.30
O: -6.7486 -0.5844 -0.4840  -0.24
C: 4.6265 -4.3964 -3.6255  -0.66
F: 5.8615 -4.0452 -3.8078  0.17
F: 4.2975 -5.3249 -4.5839  0.12
F: 4.4930 -4.8735 -2.4057  0.17
S: 3.5627 -2.8465 -3.8439  0.53
O: 3.9060 -2.2634 -5.1230  -0.25
O: 2.1826 -3.2436 -3.7163  -0.28
O: 3.4656 -2.0217 -2.6359  -0.29
C: 1.9417 -4.8320 4.4620  -0.63
F: 2.8850 -3.9264 4.4502  0.17
F: 2.4877 -5.9716 4.0391  0.15
F: 1.4384 -4.9112 5.7005  0.15
S: 0.4953 -4.3563 3.1970  0.55
O: 0.9491 -4.2764 1.8109  -0.29
O: -0.6550 -5.2132 3.3445  -0.26
O: 0.2593 -2.8880 3.2250  -0.31
C: -2.9440 3.6654 -5.6954  -0.58
F: -2.3355 4.8651 -5.6774  0.15
F: -3.9480 3.4914 -4.7854  0.11
F: -3.4482 3.4980 -6.9156  0.16
S: -1.7007 2.2816 -5.2313  0.51
O: -2.3390 1.1183 -4.6910  -0.24
O: -0.8341 1.9225 -6.3235  -0.24
O: -1.0344 2.4647 -3.9637  -0.25
C: 1.9259 4.7896 2.5597  -0.18
C: 2.8188 3.7157 3.2051  -0.18
C: 2.6798 2.6293 2.2025  -0.21
O: 1.3223 2.6427 1.6335  -0.16
C: 0.8145 4.0034 1.9381  -0.20
H: 2.3570 5.3411 1.7242  0.12
H: 1.4162 5.4134 3.2940  0.12
H: 2.5333 3.3942 4.2067  0.12
H: 3.8521 4.0305 3.3509  0.12
H: 2.8867 1.8041 2.8839  0.12
H: 3.3377 2.8414 1.3598  0.12
H: 0.0047 3.9309 2.6641  0.11
H: 0.4444 4.6035 1.1069  0.11



# 5
C2H3BrClN2S as an isolated structure, computed with ωB97M-V/def2-TZVPD.

As for the net charge: +1. The value obtained for the LUMO energy is -5.5 eV.

Each line ends with the Löwdin charge.
Element x y z (Å)
C: -0.9188 0.0879 0.0501  -0.74
C: 1.8165 0.0647 0.3369  -1.23
N: 0.0525 0.3661 0.9262  0.01
N: -0.7804 -0.6369 -1.0510  0.13
S: 2.1578 -1.4679 0.4884  0.88
Cl: 2.2708 1.5466 0.0206  0.91
Br: -2.7471 0.8141 0.3518  0.78
H: -0.0275 1.1387 1.4771  0.05
H: -0.2007 -1.4542 -0.9767  0.10
H: -1.6229 -0.4592 -1.6233  0.11



# 6
A 2-piece molecular cluster, CH2Cl2N2O2 overall, computed with ωB97M-V/def2-TZVPD.

As for the net charge: 0. The value obtained for the LUMO energy (alpha / beta) is -1.8 / -1.7 eV.

Each line ends with the Löwdin charge.
Element x y z (Å)
C: -1.0866 -0.3728 0.1189  0.13
N: 0.7295 0.8602 0.9990  -0.96
N: -0.2526 -0.5364 -0.9470  -0.52
O: -0.0642 0.4278 -1.7192  -0.14
O: 0.4536 -1.5129 -0.8695  0.02
Cl: 1.9266 -0.0605 1.7169  0.57
Cl: 1.2066 1.7462 -0.2797  0.75
H: -1.8977 0.3642 0.0629  0.12
H: -1.0152 -0.9157 0.9177  0.03



# 7
C3H10N4 in the gas phase, computed with ωB97M-V/def2-TZVPD.

As for the net charge: 0. The value obtained for the LUMO energy (alpha / beta) is 0.3 / 0.3 eV.

Each line ends with the Löwdin charge.
Element x y z (Å)
C: -0.6081 0.6230 0.2731  -0.28
C: -1.1548 1.0573 -1.0427  -0.02
N: -1.2133 1.0265 1.3808  0.19
N: -0.2694 -1.7398 0.2857  0.00
N: 2.7028 -0.5640 -0.3664  -0.06
C: 0.6092 -0.1438 0.3531  -0.44
N: 1.4492 0.0606 -0.6604  -0.13
H: -2.0958 1.5115 1.3537  0.12
H: -0.8470 0.7679 2.2847  0.13
H: -0.9395 -1.9889 1.0145  0.00
H: -0.7120 -1.8546 -0.6235  0.00
H: 2.5834 -1.5768 -0.3497  0.05
H: 3.3184 -0.3497 -1.1410  0.05
H: 1.0192 -0.2774 1.3664  0.12
H: -1.7157 1.9907 -0.9547  0.08
H: -0.3094 1.1654 -1.7238  0.08
H: -1.8173 0.2921 -1.4496  0.09



# 8
A 2-piece molecular cluster, C23H16Cl2N4O2 overall, computed with ωB97M-V/def2-TZVPD.

As for the net charge: 0. Its SMILES is N#CC1=C(C#N)C(=O)C(Cl)=C(Cl)C1=O.CN1c2ccccc2N(C)C1c1ccccc1. The value obtained for the LUMO energy is -3.3 eV.

Each line ends with the Löwdin charge.
Element x y z (Å)
N: -1.4867 -1.7117 8.4410  0.24
C: -1.7431 -2.5302 7.6403  -0.14
C: -2.0481 -3.4848 6.6269  -0.10
C: -1.2705 -4.6045 6.4319  -0.08
C: 0.0140 -4.7472 7.0180  -0.15
N: 1.0506 -4.9154 7.5372  0.23
C: -1.7124 -5.7546 5.6124  -0.35
O: -0.9802 -6.7300 5.4473  0.12
C: -3.1096 -5.6930 5.1097  -0.60
Cl: -3.6998 -7.1065 4.3724  0.79
C: -3.8930 -4.5916 5.3169  -0.60
Cl: -5.5146 -4.5391 4.8081  0.79
C: -3.3603 -3.3552 5.9530  -0.34
O: -3.9006 -2.2528 5.8563  0.13
C: -0.7048 -1.5894 2.7462  -0.02
N: -1.2211 -0.6849 3.7397  -0.07
C: -1.9482 0.4504 3.5062  -0.17
C: -2.2176 1.0819 2.2929  -0.03
C: -2.6386 2.4103 2.3449  -0.11
C: -2.7393 3.1056 3.5625  -0.11
C: -2.4273 2.4936 4.7737  -0.03
C: -2.0453 1.1557 4.7308  -0.16
N: -1.3474 0.4520 5.6733  -0.05
C: -0.8884 0.9962 6.9238  -0.02
C: -0.7992 -0.7636 5.1198  -0.23
C: 0.6986 -0.8322 5.2913  -0.18
C: 1.5263 0.1451 4.7260  -0.03
C: 2.9105 0.0402 4.8850  -0.07
C: 3.4527 -1.0469 5.5845  -0.08
C: 2.6145 -1.9945 6.1624  -0.07
C: 1.2372 -1.8514 6.0604  -0.03
H: -1.2029 -1.4138 1.7872  0.09
H: 0.3813 -1.4727 2.6220  0.09
H: -0.8714 -2.6167 3.0923  0.09
H: -2.0596 0.5469 1.3577  0.10
H: -2.8659 2.9326 1.4179  0.10
H: -3.0401 4.1512 3.5615  0.10
H: -2.4336 3.0201 5.7262  0.10
H: -1.4012 1.9423 7.1178  0.08
H: -1.1047 0.2866 7.7267  0.05
H: 0.1998 1.1560 6.8999  0.10
H: -1.2897 -1.6771 5.5985  0.12
H: 1.1084 0.9969 4.1790  0.13
H: 3.5699 0.8022 4.4607  0.11
H: 4.5336 -1.1529 5.6843  0.10
H: 3.0061 -2.8514 6.7044  0.10
H: 0.5445 -2.5069 6.5781  0.06



# 9
A 2-piece molecular cluster, CH4INO2 overall, computed with ωB97M-V/def2-TZVPD.

As for the net charge: 0. Its SMILES is [NH3+][O-].O=CI. The value obtained for the LUMO energy is 0.3 eV.

Each line ends with the Löwdin charge.
Element x y z (Å)
N: 1.0874 -0.6243 -0.4710  -0.03
O: 0.4843 -0.7952 0.7362  -0.34
H: 2.0689 -0.7640 -0.2544  0.14
H: 0.8959 -1.4859 -1.1786  0.21
H: 0.7800 0.2879 -0.7068  0.08
O: -0.4849 1.6808 -0.2138  -0.15
C: -1.1171 0.9667 0.5798  -0.77
I: -2.7289 -0.1549 -0.1336  0.80
H: -0.9856 0.8889 1.6422  0.05



| no. | strongest force on any atom (eV/Å) |
| --- | --- |
| 1 | 5.70 |
| 2 | 9.46 |
| 3 | 1.34 |
| 4 | 5.46 |
| 5 | 5.70 |
| 6 | 6.17 |
| 7 | 0.69 |
| 8 | 3.10 |
| 9 | 4.44 |